A structure of composition C39H40GeNO6PbS. Source: the Open Molecules 2025 dataset; level of theory: ωB97M-V/def2-TZVPD.

```
! RIJCOSX wB97M-V def2-TZVPD def2/J DEFGRID3
* xyz 1 1
Pb 0.0360 -0.6602 0.5543
Ge 1.0550 4.6474 -0.0908
S -0.6331 0.9591 -2.3057
O -1.6289 1.1168 -0.7790
O -1.6686 0.6906 1.8487
O -0.4075 2.3401 -2.7251
O -4.4146 4.6564 -2.3723
O 1.7786 0.5184 1.2617
O 3.1453 2.2689 1.1276
N 0.6414 0.4330 -1.5110
C -3.9488 3.8495 -1.4091
C -2.5273 1.5754 1.9114
C -3.0698 1.9163 3.2781
C 0.1893 3.3445 1.0904
C -1.5609 5.5023 -0.9314
C 0.9972 -3.7189 1.5416
C 2.0875 1.7657 1.4795
C 0.1291 -3.7434 -0.7285
C -3.9633 3.3407 0.9217
C 1.0353 2.6310 2.1553
C 3.5541 1.8426 -2.4671
C 1.2393 -3.0081 -1.1437
C -3.0349 2.8316 -1.6337
C 3.7705 4.4596 -1.4469
C 4.8327 3.8794 -2.1256
C 2.2341 -2.6231 -0.2443
C -0.8356 6.2512 -3.5049
C -2.1482 6.4109 -3.0787
C 2.5033 3.7933 -1.2194
C 4.7440 2.5847 -2.6314
C 2.0539 6.0249 0.8261
C 2.3789 8.3665 1.3157
C 3.8026 6.7155 2.3372
C 0.1143 5.7241 -2.6415
C 0.8558 -4.0902 2.9946
C -3.0091 2.3175 0.7489
C 2.0926 -2.9802 1.0981
C -2.5539 2.0724 -0.5676
C -0.9366 -4.1555 -1.7101
C 3.1171 5.7060 1.6759
C -2.5121 6.0320 -1.7942
C 3.4324 8.0433 2.1594
C -0.2373 5.3521 -1.3454
C 0.0249 -4.0896 0.6162
C -3.9582 4.4460 -3.7061
C 2.7515 2.6693 -1.7985
C 3.4230 -1.8148 -0.6952
C -4.4286 4.0991 -0.1158
C 1.6922 7.3603 0.6478
H 1.5333 3.3548 2.7994
H -5.1574 4.8840 0.0313
H 4.3544 -2.2897 -0.3845
H -0.8279 -4.6727 0.9488
H -0.5510 6.5389 -4.5088
H -3.5376 6.1432 -1.4650
H -2.6502 2.6521 -2.6241
H 4.6275 6.4660 2.9925
H -2.8565 2.9574 3.5300
H 3.4153 4.6703 1.8061
H 5.7467 4.4418 -2.2515
H 0.8737 7.6188 -0.0150
H -0.6372 -3.9380 -2.7341
H 0.2251 -3.3695 3.5208
H 1.0663 1.3177 -1.2031
H -1.8744 -3.6316 -1.5134
H -4.2305 3.4492 -4.0567
H -0.3611 2.6338 0.4685
H 1.8238 -4.1087 3.4934
H 5.5665 2.1148 -3.1543
H 2.0916 9.4006 1.1758
H -2.8875 6.8334 -3.7471
H 3.4375 -1.7219 -1.7817
H 3.3973 -0.8146 -0.2526
H -2.8775 4.5825 -3.7731
H 3.3692 0.8363 -2.8037
H -0.5685 3.9616 1.5849
H -4.1512 1.7822 3.3177
H 3.9689 8.8273 2.6781
H -1.8710 5.2020 0.0644
H -2.5982 1.2654 4.0081
H 1.1327 5.5950 -2.9907
H 1.3353 -2.7341 -2.1892
H 0.3931 -5.0704 3.1052
H -4.3433 3.5426 1.9136
H -1.1416 -5.2234 -1.6346
H 0.3863 2.0047 2.7692
H -4.4624 5.1908 -4.3123
H 2.8606 -2.6861 1.8066
H 3.8413 5.4513 -1.0114
*
```

Results
- E_LUMO (Eh) = -0.156
- frontier orbital gap (eV) = 6.9
- relative energy (zero: lowest compared OMol25 entry of this formula, charge and spin) (kcal/mol) = 58.3

---

A cluster of 2 separate species, C39H40N2O3S in total. Source: the Open Molecules 2025 dataset; level of theory: ωB97M-V/def2-TZVPD.

```
! RIJCOSX wB97M-V def2-TZVPD def2/J DEFGRID3
* xyz 0 1
S -0.2125 1.2531 -2.2654
O 1.1782 1.6379 -2.2173
O -0.5449 1.0524 -6.1372
O -0.7162 0.2247 -1.3791
N 4.8694 -1.3355 1.6660
N -5.0640 -1.3205 1.8085
C 1.1545 0.5693 1.1775
C -2.6905 -2.9319 2.0340
C -0.5056 4.0016 -2.0265
C -3.7730 0.7353 1.7172
C -0.0818 0.7197 -5.0340
C 2.7014 -1.5703 -3.7824
C -5.1806 -2.7424 2.0843
C -1.1940 5.1586 -1.6562
C -2.6496 -1.4378 1.9430
C 1.3207 -0.8222 0.9449
C 6.0337 0.7466 2.2241
C -1.4403 -0.7769 2.0039
C 1.4345 -1.0126 -3.9738
C -0.1236 1.1929 1.1674
C -5.0216 1.5604 1.6712
C 4.7929 1.5434 1.8141
C -2.5362 1.3427 1.6380
C -0.8233 0.9656 -3.8234
C 5.0005 -2.7595 1.4088
C 2.2893 0.3616 -5.7696
C 2.5069 -2.9659 1.3637
C 3.8053 -3.5207 1.9485
C 3.5702 0.7127 1.5850
C -2.4405 2.6694 -1.4232
C -6.2990 -0.5831 2.0012
C 3.6640 -0.7100 1.5225
C -3.1173 3.8249 -1.0269
C -3.8546 -0.6888 1.8092
C 3.7789 -1.1138 -4.5584
C 2.4864 -1.4737 1.2843
C -1.1124 2.7543 -1.8470
C 6.1065 -0.5935 1.5181
C 1.2518 0.0180 -4.9019
C -6.2637 0.7552 1.2904
C 3.5670 -0.1669 -5.5711
C -1.3241 0.5910 1.6046
C -4.0049 -3.5136 1.5170
C -2.4836 5.0671 -1.1259
C 2.3381 1.3185 1.4307
H 1.6579 -3.3113 1.9730
H -5.2532 -2.9204 3.1734
H 6.0152 0.5856 3.3077
H -6.4846 -0.4286 3.0805
H -7.1683 1.3125 1.5455
H 5.9290 -3.0923 1.8894
H -2.5391 -3.2290 3.0839
H -0.7084 6.1275 -1.7852
H 6.3248 -0.4337 0.4455
H -3.0043 5.9677 -0.7939
H -7.1152 -1.2078 1.6162
H 2.8363 -2.3467 -3.0267
H 6.9098 -1.2134 1.9362
H -4.1382 3.7398 -0.6461
H -2.4720 2.4277 1.5487
H 4.7821 -1.5062 -4.3768
H 2.0843 1.0713 -6.5726
H 0.4987 4.0483 -2.4450
H -6.2708 0.5914 0.2064
H -6.1215 -3.0862 1.6373
H 6.9354 1.3175 1.9892
H 4.3935 0.1689 -6.2059
H 2.2485 2.4027 1.5204
H -4.0897 -4.5665 1.7976
H -1.8537 -3.3642 1.4680
H 4.5753 2.2893 2.5893
H 5.0967 -2.9422 0.3225
H 5.0142 2.1146 0.8982
H 0.5704 -1.3778 -3.4199
H -0.5606 -1.3461 2.2935
H 0.4979 -1.3892 0.5103
H 3.9041 -4.5794 1.6992
H 2.3397 -3.3751 0.3544
H -1.8404 1.3390 -3.9085
H -4.0234 -3.4558 0.4223
H -0.1527 2.2578 0.9370
H -5.1819 2.0332 2.6546
H 3.7806 -3.4336 3.0411
H -4.8873 2.3811 0.9535
H -2.9215 1.6926 -1.3726
*
```

Results
- E_LUMO (Eh) = -0.064
- frontier orbital gap (eV) = 4.2

---

> Which of these has the highest frontier orbital gap?

C39H40GeNO6PbS

---

> Among the records above, which one has the lowest frontier orbital gap?

C39H40N2O3S

---

> What is the formula in the first record?

C39H40GeNO6PbS